No. 1
Here is C23H56F3N7O19S2Zn2 as an isolated structure in a non-equilibrium geometry from OMol25. Energies are from ωB97M-V/def2-TZVPD.

The value obtained for the HOMO-LUMO gap is 2.07 eV. The HOMO energy is -7.45 eV.

```
! wB97M-V def2-TZVPD RIJCOSX def2/J DEFGRID3
* xyz 0 1
Zn -4.05890 1.68326 3.80573
Zn -0.13108 -4.81866 3.98244
S -0.22943 -0.66300 1.42679
S -5.92945 5.13689 2.85637
F 5.43781 -5.96063 8.70462
F 4.21444 -4.20445 8.72420
F 6.17142 -4.01588 8.62654
O -5.89498 6.42849 3.57720
O -1.11356 0.22547 2.16222
O -0.91683 -1.37451 0.33699
O -4.60543 4.61307 2.53359
O -6.17059 -0.50619 1.18907
O -6.10015 2.76891 -5.52497
O 3.40133 5.95059 3.31560
O 7.83089 -2.25909 -2.57026
O 0.91165 0.11498 0.95533
O 2.03396 2.70256 -3.83006
O 0.14824 -1.69073 2.36530
O 6.22972 -5.53005 5.86113
O 1.78639 -2.45341 -6.49007
O 3.96075 -5.02085 5.76289
O -6.74592 5.32805 1.67000
O 2.21255 4.14459 -6.19137
O -3.75704 -6.68636 -3.36692
O -1.86609 2.64209 6.66462
O -6.38141 4.00047 3.70366
N -6.13603 -2.08293 -0.37484
N 3.24666 3.85951 2.43459
N -3.98621 4.25157 -3.95009
N 5.76944 -1.53391 -2.73319
N -0.02635 3.84332 7.12600
N -2.31159 -6.46631 -1.74576
N 0.58254 -2.60515 -4.57697
C -8.15666 -1.82265 0.90435
C -0.65553 2.68251 7.07663
C 5.14735 -4.73561 6.46342
C 2.72158 4.84358 -4.98801
C 1.22040 -3.17470 -5.61557
C 1.31971 -4.68718 -5.64922
C 8.26976 -5.35487 4.71220
C -5.20596 2.05608 -4.63089
C -6.75150 -1.38432 0.53711
C 7.53916 -5.08177 6.03506
C 6.90772 -1.70728 -2.03787
C 0.01615 1.42233 7.39333
C -2.22798 -8.44986 -3.08119
C -2.80671 -7.12671 -2.71756
C 3.02568 3.75225 -3.98450
C 6.78399 -1.30914 -0.57859
C -5.12771 5.26326 -4.08612
C 1.30981 5.36162 2.38830
C -4.46187 2.84988 -3.48363
C 2.77625 5.07293 2.70858
C 5.19961 -4.81012 8.11418
C -2.92420 4.67167 -2.85728
C -3.34647 4.20931 -5.34574
H 8.41106 -6.39110 4.40502
H 5.39686 -3.69050 6.28020
H 3.63156 5.35180 -5.30699
H 0.47766 -1.60492 -4.48400
H -3.06881 5.22378 -5.63187
H 0.16438 -3.16185 -3.84530
H -5.79080 1.28485 -4.12964
H -0.73049 0.74987 7.81570
H -2.35096 5.54752 -3.16124
H -2.55747 -5.52772 -1.46521
H -2.99045 -9.11675 -3.48370
H -6.65617 -2.63520 -1.04158
H 7.02118 -0.25703 -0.42082
H -3.50826 4.93984 -1.97690
H -4.65343 6.22630 -3.89715
H 7.75872 -4.02903 6.21297
H 3.93610 3.16731 -4.11525
H 0.83146 4.41278 2.14546
H 0.38022 1.04025 6.43962
H 2.35686 -4.96645 -5.83475
H -8.65555 -0.95698 0.46866
H -2.46294 3.57409 -5.28263
H -5.17102 3.05346 -2.68128
H -4.02929 3.79877 -6.08959
H 1.27638 6.11295 1.59932
H -1.43254 -8.33027 -3.81676
H 4.08310 3.59574 2.93550
H -0.58347 4.66507 6.94039
H -5.82338 5.17023 -3.25216
H 3.13419 4.15035 -2.97562
H 7.48522 -1.91047 0.00002
H 9.24880 -4.89660 4.85203
H 2.22995 3.20318 -6.00418
H -6.93313 2.60529 -5.07667
H 5.71482 -2.03132 -3.61051
H 7.71181 -4.73454 4.01079
H -5.45490 5.17506 -5.12211
H -8.58696 -2.66146 0.35724
H 0.69480 -5.12641 -6.42682
H -2.29638 3.82173 -2.58981
H 2.58641 3.14480 2.16374
H -3.57921 2.26372 -3.22788
H -4.43263 1.50937 -5.17049
H 0.88436 3.94092 7.55165
H -8.26591 -1.98283 1.97697
H 5.78555 -1.47190 -0.17272
H 2.00611 2.54399 -2.88365
H 2.01144 5.59371 -4.64001
H 8.08461 -5.57266 6.84105
H 1.03730 -5.08723 -4.67541
H 4.96338 -1.27317 -2.18329
H -5.13501 -2.06649 -0.24150
H 0.82761 1.49533 8.11743
H -1.86544 -8.92529 -2.16980
H -2.05346 -7.08281 -0.98853
H 0.78648 5.76551 3.25496
*
```

***

No. 2
Here is a 2-piece molecular cluster, H5N3S overall in a non-equilibrium geometry from OMol25. Energies are from ωB97M-V/def2-TZVPD.

The value obtained for the HOMO-LUMO gap (alpha / beta) is 5.26 / 7.71 eV. The relative energy (zero: lowest compared OMol25 entry of this formula, charge and spin) is 336.44 kJ/mol. Its expectation value of S² is 2.01. The HOMO energy (alpha / beta) is -4.76 / -9.67 eV.

```
! wB97M-V def2-TZVPD RIJCOSX def2/J DEFGRID3
* xyz 0 3
S -0.57767 -0.89410 0.82880
N -0.45907 1.55686 0.14854
N 0.50762 -2.07469 0.16780
N -0.56072 0.28180 -0.26575
H 1.37483 -2.05169 0.73935
H -1.58695 0.10321 -1.17735
H -0.63657 1.68752 1.17209
H 0.38113 2.07880 0.00152
H 0.25670 -3.08691 -0.00473
*
```

***

No. 3
Here is a 2-piece molecular cluster, C4H8N2O overall in a non-equilibrium geometry from OMol25. Energies are from ωB97M-V/def2-TZVPD.

The value obtained for the HOMO-LUMO gap is 9.56 eV. The relative energy (zero: lowest compared OMol25 entry of this formula, charge and spin) is 164.21 kJ/mol. The HOMO energy is -8.82 eV.

```
! wB97M-V def2-TZVPD RIJCOSX def2/J DEFGRID3
* xyz 0 1
O -0.23211 2.63705 0.49399
N -1.51666 -0.48896 -1.02411
N -0.69591 -0.37694 1.10964
C -0.11690 -0.73352 -1.08776
C 0.39251 -0.56202 0.23805
C 1.81474 -0.65050 0.56315
C -1.76701 -0.35220 0.30689
H 0.43217 -0.81173 -1.98846
H 2.11631 -1.62026 1.03358
H -2.76168 -0.52081 0.80327
H 2.28674 -0.58681 -0.42232
H -1.99041 -0.22195 -1.83249
H 0.40532 2.03002 0.85674
H 2.13573 0.22123 1.17333
H -0.50285 2.03739 -0.22349
*
```

***

No. 4
Here is one molecule with the formula C4H7OP in a non-equilibrium geometry from OMol25. Energies are from ωB97M-V/def2-TZVPD.

The value obtained for the HOMO-LUMO gap (alpha / beta) is 8.43 / 7.44 eV. The relative energy (zero: lowest compared OMol25 entry of this formula, charge and spin) is 447.41 kJ/mol. The HOMO energy (alpha / beta) is -8.58 / -7.51 eV.

```
! wB97M-V def2-TZVPD RIJCOSX def2/J DEFGRID3
* xyz 0 1
P 1.81076 -0.01768 0.59282
O 2.49330 -0.52627 -0.76711
C -0.96358 0.74222 0.45989
C -1.07944 -1.82809 0.19376
C 0.34561 1.06918 -0.11456
C -1.40161 -0.62331 -0.16038
H -0.95073 0.79143 1.60987
H -1.86157 1.21696 0.20102
H 3.11990 -1.13765 -0.55137
H -2.19508 -0.43433 -0.89374
H 0.55101 2.09387 0.02471
H 0.36098 0.79018 -1.19821
H -0.22956 -2.13651 0.60330
*
```

***

No. 5
Here is a 4-piece molecular cluster, C33H47Br6O5PS overall in a non-equilibrium geometry from OMol25. Energies are from ωB97M-V/def2-TZVPD.

The value obtained for the HOMO-LUMO gap is 6.87 eV. The HOMO energy is -7.34 eV.

```
! wB97M-V def2-TZVPD RIJCOSX def2/J DEFGRID3
* xyz 0 1
Br 5.89324 -7.22011 -1.39027
Br 7.34593 -1.43715 -2.63820
Br 3.64261 -4.32158 -1.06108
Br -2.56726 3.59915 8.11580
Br 3.87615 -0.62091 -1.65962
Br 1.01449 2.75169 8.04414
S 0.96159 -4.37376 -3.70294
P -0.37622 -2.26582 1.17971
O 0.38157 0.57157 -4.20768
O -3.27667 -0.75169 -4.27931
O -2.76961 -0.77285 0.54826
O -0.89451 -2.35795 -4.83463
O -0.72272 4.83318 3.53222
C 0.00578 -3.15600 -2.81330
C -3.83705 4.37251 -3.28185
C 5.48455 0.46747 -1.56592
C -1.50019 -1.41994 -1.30279
C -2.11709 4.69468 3.68734
C -2.35497 -0.46693 -0.54165
C -0.00476 4.30358 4.62214
C 0.55460 -0.34788 -5.29263
C 1.31284 -2.88503 1.59362
C -2.73164 2.06258 1.02473
C -2.68974 0.81896 -1.19925
C -1.63407 -1.42645 -2.69678
C -3.04934 3.39997 1.68814
C 0.08787 4.13773 9.04447
C -0.68707 -1.16961 -5.59301
C 1.55664 -4.40975 1.54772
C -1.24859 3.66145 9.54542
C 6.37852 0.24793 -2.75640
C -2.63021 -0.50314 -3.29080
C 0.11754 -3.14638 -1.43965
C -2.83247 0.78762 -2.58490
C -2.89407 2.01256 -0.47685
C -3.19523 1.93325 -3.27777
C -0.85085 -2.28484 -3.47833
C -2.42571 -2.70580 3.05148
C 5.16077 -4.58509 -2.24945
C -1.63394 -3.39063 1.92656
C -2.64419 3.35800 3.16882
C 5.22826 -6.00142 -2.75294
C -3.24463 3.15127 -1.19190
C 1.82468 -1.14190 -5.07190
C -3.40518 3.11183 -2.58203
C -0.60788 -2.26704 -0.63868
H -1.86511 2.61461 3.32817
H -1.79535 -2.03112 3.62055
H -3.49650 3.06130 3.77843
H -1.20303 2.66624 9.97449
H 5.13559 1.49743 -1.54235
H -0.39604 4.67681 5.56965
H 5.97114 0.22868 -0.62613
H -3.35457 5.24254 -2.85076
H -0.23764 1.23607 -4.52090
H 0.00341 4.99643 8.38655
H 2.00817 -4.66952 0.59242
H -3.70976 4.31328 -4.35647
H 1.03137 4.60180 4.50316
H -2.61192 5.50343 3.15073
H 2.66725 -0.54599 -5.40924
H -1.69938 1.81205 1.27056
H 1.97567 -1.26184 -4.00010
H 2.18750 -3.85250 -3.54863
H 6.04496 -4.28950 -1.69565
H -3.41552 4.08768 -0.69201
H -0.01989 3.21125 4.63105
H -2.33125 -3.63662 1.12938
H 5.82922 0.22774 -3.69162
H -4.11997 3.58630 1.64169
H -2.50265 4.20869 1.21007
H -1.22203 -4.33310 2.27712
H 5.93327 -6.07694 -3.57771
H 4.26057 -6.37964 -3.06638
H 0.74375 4.38229 9.87689
H -1.64932 4.35652 10.27970
H 1.80559 -2.10669 -5.55994
H -4.90351 4.49283 -3.08960
H 7.14676 1.01637 -2.80253
H -0.60011 -1.50700 -6.62133
H 0.66112 -4.98868 1.73651
H -2.38780 4.82822 4.73797
H -3.28842 -2.18873 2.66147
H 2.00859 -2.42132 0.89430
H 2.29822 -4.68150 2.29736
H -3.32755 1.29326 1.49743
H -2.78374 -3.47513 3.73628
H 1.54952 -2.47033 2.56603
H -1.54847 -0.50749 -5.56445
H 0.80854 -3.83741 -0.98644
H 0.71290 0.26045 -6.18897
H -3.32306 1.90426 -4.34968
H 5.00769 -3.89281 -3.07514
*
```

***

No. 6
Here is a 2-piece molecular cluster, ClF3Si overall in a non-equilibrium geometry from OMol25. Energies are from ωB97M-V/def2-TZVPD.

The value obtained for the HOMO-LUMO gap (alpha / beta) is 7.99 / 8.01 eV. The relative energy (zero: lowest compared OMol25 entry of this formula, charge and spin) is 541.47 kJ/mol. The HOMO energy (alpha / beta) is -10.50 / -10.51 eV.

```
! wB97M-V def2-TZVPD RIJCOSX def2/J DEFGRID3
* xyz 0 1
Cl 0.86500 -1.59832 -0.04959
Si -0.35810 -0.12295 -0.13769
F 2.13465 1.24775 0.36602
F -1.34790 0.45509 -1.30631
F -1.29365 0.01843 1.12758
*
```